{"formula": "C60H61BFI2N3O9P2", "method": "ωB97M-V/def2-TZVPD", "symbols": ["C", "C", "O", "C", "C", "C", "C", "C", "C", "F", "C", "O", "N", "C", "P", "N", "C", "I", "C", "C", "I", "C", "B", "N", "O", "P", "C", "C", "C", "C", "H", "H", "H", "H", "H", "H", "H", "H", "H", "H", "H", "H", "H", "H", "H", "H", "H", "H", "H", "H", "H", "H", "H", "H", "H", "H", "H", "H", "H", "H", "H", "H", "H", "H", "H", "H", "H", "C", "C", "C", "C", "C", "C", "C", "O", "C", "C", "C", "C", "C", "C", "C", "O", "H", "H", "H", "H", "H", "H", "H", "H", "C", "C", "C", "C", "C", "C", "C", "O", "C", "C", "C", "C", "C", "C", "C", "O", "H", "H", "H", "H", "H", "H", "H", "H", "C", "C", "C", "C", "C", "C", "C", "O", "C", "C", "C", "C", "C", "C", "C", "O", "H", "H", "H", "H", "H", "H", "H", "H"], "positions_angstrom": [[1.075583, -9.062907, -0.347548], [1.237089, -7.796682, -1.224782], [0.327222, -6.764614, -0.893797], [0.420245, -6.357321, 0.450672], [-0.140253, -4.946718, 0.636172], [0.743735, -3.769602, 0.140389], [0.247143, -3.452743, -1.308661], [-0.952774, -2.585079, -1.607023], [-2.186107, -2.695586, -0.704322], [-0.630344, -1.231324, -1.853523], [2.200197, -4.266437, -0.233876], [2.541847, -4.960460, -1.132924], [3.138873, -3.631286, 0.582861], [2.481016, -3.088357, 1.827718], [2.505156, -4.652094, 2.871276], [2.855347, -4.487912, 4.412572], [3.477558, -2.016540, 2.271859], [2.541090, -0.623308, 3.686447], [4.812071, -2.461140, 2.935673], [5.673929, -3.479104, 2.186295], [6.080756, -0.646188, 2.975615], [1.146847, -2.596937, 1.145579], [1.559614, -1.300721, 0.274006], [1.345456, 0.081336, 0.639861], [2.297440, -1.473486, -0.895322], [-0.294561, -2.291793, 2.331084], [-0.097359, -2.905355, 4.060988], [-0.821027, -4.238089, 4.360196], [-0.988282, -0.599031, 2.504773], [-1.745458, 0.004809, 1.312343], [1.860433, -9.069336, 0.401070], [1.229961, -9.937385, -0.967486], [0.106362, -9.087263, 0.130488], [2.262579, -7.451562, -1.101472], [1.057991, -8.051306, -2.260435], [1.404060, -6.503524, 0.898369], [-0.258058, -6.994805, 1.027669], [-1.068414, -4.999708, 0.083565], [-0.425836, -4.900856, 1.681843], [1.055936, -3.101019, -1.934067], [0.017813, -4.415362, -1.748917], [-1.305845, -2.917764, -2.577993], [-2.001786, -3.094495, 0.283035], [-2.913856, -3.352321, -1.175512], [-2.667294, -1.728822, -0.690216], [3.810453, -3.026659, 0.132298], [3.482442, -5.491307, 2.297754], [1.274022, -5.329412, 2.810702], [2.957449, -3.503160, 4.637250], [3.800843, -1.371262, 1.463731], [4.760877, -2.713294, 3.980380], [6.412589, -3.860485, 2.880547], [6.240289, -3.002177, 1.394318], [5.142612, -4.317856, 1.753537], [1.364220, 0.281460, 1.629246], [0.633296, 0.585987, 0.133757], [1.884710, -0.897019, -1.560694], [-0.613484, -2.179217, 4.683968], [0.912913, -2.901632, 4.445168], [-1.342908, -4.147786, 5.303591], [-0.141569, -5.080899, 4.412625], [-1.586691, -4.363775, 3.601197], [-0.287554, 0.157581, 2.865747], [-1.709291, -0.667608, 3.312856], [-2.779545, -0.316706, 1.319270], [-1.722310, 1.084414, 1.421009], [-1.320618, -0.215337, 0.340705], [-7.258656, -5.461488, -8.311629], [-7.267255, -6.043192, -7.047821], [-6.631030, -5.416733, -5.990237], [-5.973184, -4.210188, -6.193160], [-5.945738, -3.637552, -7.466809], [-6.599366, -4.262543, -8.521058], [-5.207153, -2.368404, -7.716908], [-5.186906, -1.868232, -8.822267], [-4.487677, -1.733265, -6.578416], [-3.746438, -0.579291, -6.799472], [-3.083777, 0.028882, -5.747281], [-3.165453, -0.508062, -4.466189], [-3.897396, -1.661717, -4.241568], [-4.553391, -2.282135, -5.296363], [-5.308456, -3.539605, -5.042333], [-5.375850, -4.009446, -3.924564], [-7.764070, -5.948945, -9.135131], [-7.773542, -6.986426, -6.889260], [-6.640956, -5.864594, -5.005967], [-6.587246, -3.811434, -9.503787], [-3.686991, -0.160838, -7.794888], [-2.503340, 0.925387, -5.922275], [-2.652787, -0.027020, -3.642770], [-3.955523, -2.075948, -3.243748], [1.992792, 9.230152, 3.213150], [2.341356, 9.520787, 4.528393], [2.417523, 8.507168, 5.468119], [2.135035, 7.198087, 5.100101], [1.764236, 6.909973, 3.783949], [1.704158, 7.928592, 2.841355], [1.412888, 5.522308, 3.378933], [1.093604, 5.266694, 2.235456], [1.451665, 4.453275, 4.414815], [1.073211, 3.164741, 4.070614], [1.108378, 2.156449, 5.016430], [1.533640, 2.425519, 6.313258], [1.911367, 3.711376, 6.663693], [1.862680, 4.730904, 5.719704], [2.236492, 6.116484, 6.119426], [2.607735, 6.358044, 7.249023], [1.941577, 10.023433, 2.478840], [2.555066, 10.541128, 4.818899], [2.692665, 8.730833, 6.489741], [1.427086, 7.701576, 1.820723], [0.744757, 2.953025, 3.061042], [0.800870, 1.155406, 4.738861], [1.566856, 1.632836, 7.049686], [2.238997, 3.927279, 7.671352], [1.328293, 10.081192, -3.452851], [0.837932, 10.614308, -2.264947], [0.433453, 9.774896, -1.241376], [0.506770, 8.397280, -1.404170], [0.978011, 7.862418, -2.604983], [1.397654, 8.709340, -3.622962], [1.022048, 6.389118, -2.818200], [1.436478, 5.923883, -3.859813], [0.538081, 5.502047, -1.724990], [0.521991, 4.127713, -1.922901], [0.088074, 3.291467, -0.909933], [-0.323995, 3.821437, 0.308539], [-0.313760, 5.190069, 0.510114], [0.108347, 6.035546, -0.507243], [0.084466, 7.507707, -0.286665], [-0.273949, 7.973270, 0.775556], [1.651986, 10.739471, -4.248551], [0.773669, 11.687270, -2.138773], [0.056723, 10.187163, -0.315255], [1.773821, 8.292966, -4.547385], [0.847830, 3.715771, -2.868320], [0.073375, 2.221040, -1.068587], [-0.654571, 3.163589, 1.102578], [-0.634022, 5.604109, 1.455952]], "forces_ev_per_angstrom": [[0.489, 0.629, -0.466], [-0.125, -0.661, 0.604], [0.349, 0.205, -0.105], [-0.899, -0.118, 0.251], [0.467, -0.574, 0.184], [1.278, -0.749, -0.660], [-0.073, 0.604, 0.038], [-1.170, -0.921, -0.332], [0.078, -0.112, -0.547], [0.484, 0.320, 0.681], [0.074, 1.379, 0.913], [0.013, -0.762, -1.115], [-0.336, -0.539, 0.856], [0.931, -0.771, -2.920], [0.566, 0.484, 2.936], [-0.037, 0.409, -0.820], [0.253, 0.194, 1.974], [0.539, -0.333, 0.008], [0.548, 0.593, -0.642], [0.151, 0.049, 0.088], [-0.081, -0.252, 0.156], [-0.534, 0.413, 1.228], [0.532, 0.922, -0.117], [-0.138, -0.605, 0.077], [-1.204, -0.507, -0.235], [-1.769, -0.857, -0.630], [0.010, -0.082, 0.400], [0.100, 0.645, -0.390], [0.635, 0.905, -0.012], [0.185, -0.103, 0.195], [-0.068, -0.107, 0.363], [-0.162, -0.283, -0.023], [-0.255, -0.197, 0.018], [0.103, 0.291, -0.256], [-0.062, 0.176, -0.251], [0.382, 0.066, -0.334], [0.067, -0.141, 0.244], [-0.308, 0.372, -0.099], [0.039, 0.452, 0.144], [0.157, 0.225, -0.015], [-0.078, -0.379, 0.132], [0.170, 0.030, -0.379], [0.122, 0.431, 0.301], [0.008, -0.249, -0.144], [-0.102, 0.284, 0.345], [0.090, -0.277, -0.220], [-0.580, -0.004, -0.569], [0.103, 0.046, -0.854], [-0.002, -0.152, 0.397], [-0.547, 0.087, -0.518], [-0.402, -0.089, 0.150], [0.125, -0.119, 0.167], [-0.094, 0.020, -0.317], [-0.251, -0.071, 0.107], [-0.620, 0.143, -0.172], [0.320, 0.318, -0.034], [0.700, 0.156, 0.020], [-0.002, 0.520, -0.186], [0.170, -0.172, -0.001], [0.024, -0.154, 0.342], [0.015, -0.194, -0.065], [-0.097, -0.420, -0.113], [0.269, -0.071, 0.042], [-0.089, -0.437, 0.251], [-0.195, -0.087, -0.134], [-0.187, 0.244, -0.007], [0.060, -0.201, -0.079], [0.006, -0.022, 0.058], [0.002, 0.040, -0.053], [-0.088, -0.140, -0.004], [0.036, 0.082, -0.114], [0.024, -0.019, 0.144], [-0.080, -0.103, -0.102], [-0.002, 0.122, -0.277], [0.001, -0.019, 0.041], [-0.008, -0.083, 0.103], [0.097, 0.139, 0.006], [-0.021, -0.029, 0.059], [0.014, 0.031, -0.044], [0.154, 0.174, 0.125], [-0.035, -0.031, -0.113], [-0.023, -0.133, 0.289], [0.022, 0.015, -0.044], [0.003, 0.002, 0.003], [-0.005, 0.008, 0.000], [0.053, 0.106, 0.043], [0.080, 0.085, 0.045], [-0.088, -0.087, -0.036], [-0.007, -0.001, 0.003], [0.017, -0.020, -0.003], [-0.094, -0.124, -0.064], [0.021, 0.012, 0.105], [-0.040, -0.021, -0.109], [0.031, 0.114, 0.038], [-0.068, -0.098, -0.047], [0.036, -0.056, 0.129], [0.205, 0.004, -0.132], [0.146, 0.190, 0.180], [1.481, -0.118, 1.175], [-0.004, 0.129, 0.078], [-0.081, -0.238, -0.059], [-0.025, 0.045, 0.127], [-0.007, 0.026, -0.065], [-0.018, -0.124, 0.036], [-0.027, -0.029, -0.089], [0.100, 0.169, 0.278], [-0.023, -0.047, -0.036], [-0.010, -0.010, -0.014], [0.010, -0.002, 0.002], [0.007, -0.125, 0.019], [0.144, -0.030, 0.400], [0.073, 0.096, -0.041], [-0.133, 0.100, 0.111], [0.001, 0.005, -0.007], [0.009, 0.124, -0.034], [-0.029, 0.030, 0.060], [0.034, -0.022, -0.049], [0.027, 0.160, -0.018], [0.040, -0.087, -0.070], [-0.041, 0.029, 0.117], [0.023, 0.121, -0.085], [0.105, -0.225, -0.218], [-0.014, 0.058, 0.005], [0.044, 0.001, 0.037], [0.063, -0.051, -0.139], [-0.077, 0.102, 0.307], [-0.075, -0.155, -0.356], [-1.029, 0.063, -0.606], [-0.087, 0.123, -0.101], [-0.209, -0.248, -0.124], [-0.309, 0.149, -0.108], [-0.003, -0.001, 0.005], [0.007, -0.003, -0.002], [-0.017, -0.109, 0.047], [-0.033, -0.116, 0.044], [0.034, 0.123, -0.030], [-0.025, 0.006, -0.059], [-0.017, 0.012, -0.001], [-0.442, 0.062, -0.615]], "lowdin_charge": [-0.0663, -0.2502, -0.1417, -0.2450, -0.1310, -0.2526, -0.0746, -0.3183, -0.0297, -0.0476, -0.4357, 0.1468, 0.0447, -0.5041, 0.8497, -0.2791, -0.6607, 1.1497, -0.7684, -0.1901, 0.8112, -0.3122, -0.6699, 0.1850, 0.1261, 1.0445, -0.4464, -0.1562, -0.4248, -0.1427, 0.0673, 0.0680, 0.0702, 0.1034, 0.1157, 0.0999, 0.1258, 0.1149, 0.0624, 0.1206, 0.1312, 0.1321, 0.0335, 0.0833, 0.0671, 0.1440, 0.0263, 0.0066, -0.0793, 0.0506, 0.0304, 0.0793, 0.0453, 0.0419, -0.0493, 0.0484, 0.1224, 0.0677, -0.0208, 0.0646, 0.0447, 0.0488, 0.0093, 0.0745, 0.0727, 0.0573, 0.0321, -0.0565, -0.0568, -0.0023, -0.0830, -0.0822, -0.0019, -0.2765, 0.1075, -0.0820, 0.0001, -0.0515, -0.0522, -0.0030, -0.0809, -0.2764, 0.1032, 0.1075, 0.1074, 0.1204, 0.1207, 0.1213, 0.1089, 0.1029, 0.1080, -0.0411, -0.0523, -0.0025, -0.0813, -0.0620, 0.0092, -0.2227, 0.0627, -0.0657, 0.0039, -0.1302, -0.0481, 0.0070, -0.0753, -0.2750, 0.1090, 0.1092, 0.1077, 0.1205, 0.0933, 0.1074, 0.0112, 0.1118, 0.1226, -0.0567, -0.0583, -0.0041, -0.0772, -0.0801, -0.0011, -0.2758, 0.1055, -0.0793, -0.0013, -0.0472, -0.0476, -0.0359, -0.0668, -0.2723, 0.0786, 0.1075, 0.1069, 0.1191, 0.1209, 0.1195, 0.0887, 0.0894, 0.1227], "orbital_gap_ha": 0.23866, "lumo_ev": -1.2}